# 1
C6H14 | wB97M-V/def2-TZVPD

Output
multiplicity: 1
LUMO energy: 1.18 eV
gap between HOMO and LUMO: 11.82 eV
relative energy (zero: lowest compared OMol25 entry of this formula, charge and spin): 1.6905 eV
total energy: -236.94928 Ha
total charge: 0
structure (SMILES): CCCC(C)C

Geometry as XYZ:
```
20
C6H14 | OMol25 | wB97M-V/def2-TZVPD
C -2.15949 -0.24620 0.05746
C -0.94647 -1.22739 0.36282
C 0.14791 -0.43386 0.97683
C 0.54189 0.63758 -0.05832
C 1.91815 1.05937 0.41267
C 0.56390 0.07754 -1.49903
H -1.89212 0.85141 -0.24188
H -3.01240 -0.58286 -0.58457
H -2.65331 -0.00228 1.04233
H -0.75522 -1.83443 -0.51796
H -1.39411 -2.07832 0.84134
H 0.92214 -1.09119 1.16820
H -0.19891 0.00978 1.87184
H -0.13540 1.52559 -0.04693
H 2.76270 0.25105 0.29855
H 1.93439 1.24128 1.49790
H 2.36592 2.09652 0.05119
H -0.29105 -0.42798 -1.81656
H 0.86525 0.76573 -2.26347
H 1.41621 -0.59133 -1.55238
```


# 2
C14H18AgN5S2 | wB97M-V/def2-TZVPD

Output
multiplicity: 1
LUMO energy: -0.50 eV
gap between HOMO and LUMO: 6.76 eV
total energy: -1761.41342 Ha
total charge: 0

Geometry as XYZ:
```
40
C14H18AgN5S2 | OMol25 | wB97M-V/def2-TZVPD
Ag -0.13385 0.53723 -2.32017
N -2.35882 2.10646 0.24800
C -1.84423 2.91468 1.35580
C -1.28686 2.01375 2.47050
C -0.02314 1.25049 2.04649
N -0.35459 0.26274 0.98121
C 1.06109 2.21685 1.56446
C 0.60330 3.22998 0.51246
N 0.61378 2.59996 -0.82288
C -0.74953 3.86355 0.87021
H -3.21541 1.62441 0.49936
H -1.00404 0.72066 0.29556
H -2.55046 2.66583 -0.57283
H -2.64026 3.53045 1.79079
H -2.05839 1.31739 2.81256
H -1.03034 2.65369 3.31678
H 0.37611 0.70013 2.89873
H -0.84177 -0.55661 1.33726
H 0.46177 -0.08765 0.40212
H 1.90420 1.64096 1.17197
H 1.42335 2.76777 2.43434
H 1.32184 4.05754 0.52767
H 1.54580 2.23471 -0.99812
H 0.46185 3.32706 -1.51572
H -1.11837 4.43263 0.01101
H -0.56429 4.58072 1.67312
S 2.01650 -0.68190 -1.36075
C 1.26096 -2.27239 -1.46293
C 2.13224 -3.35927 -1.56116
C 1.68230 -4.66390 -1.69245
C 2.61878 -5.74315 -1.76144
N 3.37569 -6.60807 -1.79867
C 0.29973 -4.90429 -1.74001
C -0.57601 -3.83731 -1.62290
C -0.13782 -2.51758 -1.46793
S -1.40187 -1.30812 -1.27646
C -0.20685 -6.22793 -1.93977
N -0.61845 -7.28684 -2.11723
H 3.19671 -3.17096 -1.53670
H -1.64065 -4.02368 -1.65226
```


# 3
C4H12N2 | wB97M-V/def2-TZVPD

Output
multiplicity: 1
LUMO energy: 1.18 eV
gap between HOMO and LUMO: 10.11 eV
relative energy (zero: lowest compared OMol25 entry of this formula, charge and spin): 0.4958 eV
total energy: -269.09812 Ha
total charge: 0
structure (SMILES): NCCCCN

Geometry as XYZ:
```
18
C4H12N2 | OMol25 | wB97M-V/def2-TZVPD
C -0.78704 -1.63534 -0.82568
N -1.82436 -0.78943 -1.31618
C 0.13776 -0.94888 0.19219
C 0.79315 0.31068 -0.36630
C 1.45702 1.16010 0.71070
N 0.40866 1.88560 1.47163
H -0.10466 -2.01402 -1.59432
H -1.14235 -2.53313 -0.30645
H -2.03486 -0.00386 -0.71483
H -2.66140 -1.28374 -1.57599
H 0.89929 -1.69533 0.43273
H -0.40565 -0.71628 1.11185
H 0.04385 0.97207 -0.81195
H 1.50029 0.00391 -1.13939
H 2.01555 0.50668 1.39783
H 2.19228 1.84933 0.35001
H 0.85736 2.50795 2.13211
H -0.07195 1.19885 2.04128
```


# 4
C4H6N2O | wB97M-V/def2-TZVPD

Output
multiplicity: 1
LUMO energy: 0.13 eV
gap between HOMO and LUMO: 9.73 eV
relative energy (zero: lowest compared OMol25 entry of this formula, charge and spin): 1.0003 eV
total energy: -340.75815 Ha
total charge: 0
structure (SMILES): C=C/C=N\C(N)=O

Geometry as XYZ:
```
13
C4H6N2O | OMol25 | wB97M-V/def2-TZVPD
C 1.72580 -1.10073 -1.71481
C 1.10735 -0.35675 -0.79778
C -0.32344 -0.04199 -0.95349
N -1.17371 0.33410 -0.07788
C -0.78627 0.38120 1.29194
N -1.57784 1.24915 1.97804
O 0.09915 -0.27281 1.81565
H 1.19340 -1.49842 -2.57748
H 1.61056 0.00159 0.09332
H 2.77484 -1.36798 -1.62260
H -0.71695 -0.13182 -1.97235
H -1.49882 1.23557 2.98221
H -2.43406 1.56889 1.55523
```


# 5
C26H36N4O4S | wB97M-V/def2-TZVPD

Output
multiplicity: 1
LUMO energy: 0.74 eV
gap between HOMO and LUMO: 8.19 eV
relative energy (zero: lowest compared OMol25 entry of this formula, charge and spin): 1.2316 eV
total energy: -1930.53826 Ha
total charge: 0
structure (SMILES): CCOc1cc(NC(=S)NCCCN2CCOCC2)c(OCC)cc1NC(=O)c1ccc(C)cc1

Geometry as XYZ:
```
71
C26H36N4O4S | OMol25 | wB97M-V/def2-TZVPD
C 0.11545 2.95226 -4.08369
C -1.02072 1.94072 -3.98860
H -1.84950 2.34106 -3.39320
H -1.39969 1.70400 -4.98751
O -0.60578 0.68466 -3.48045
C -0.23458 0.58591 -2.16354
C -0.47379 1.53988 -1.19161
C -0.03718 1.35167 0.11275
C 0.61989 0.16802 0.47206
C 0.82013 -0.81016 -0.48938
C 0.41174 -0.60898 -1.80063
N 0.61992 -1.54535 -2.81166
C 1.20095 -2.77477 -2.74219
O 1.60678 -3.28661 -1.71453
C 1.28588 -3.47509 -4.05592
C 1.27496 -4.86769 -4.05035
C 1.36159 -5.57679 -5.23088
C 1.47927 -4.91624 -6.44912
C 1.51464 -3.52693 -6.44930
C 1.41725 -2.80986 -5.27146
H 1.47630 -1.73109 -5.30873
H 1.62271 -2.99873 -7.38613
C 1.59845 -5.68862 -7.72635
H 1.31031 -5.07944 -8.57963
H 2.63100 -6.00832 -7.87089
H 0.97447 -6.57927 -7.69915
H 1.34178 -6.65699 -5.21153
H 1.19384 -5.37701 -3.10191
H 0.26147 -1.23632 -3.70536
H 1.30682 -1.74036 -0.25620
O 1.03799 0.06727 1.77619
C 1.90050 -1.01257 2.09834
C 2.45672 -0.79501 3.49718
H 2.92974 0.18182 3.56201
H 3.19805 -1.55953 3.71105
H 1.66736 -0.85519 4.24090
H 2.72363 -1.05055 1.37427
H 1.34789 -1.95966 2.05140
N -0.26882 2.32626 1.09449
C -0.04786 3.65602 0.95931
N -0.34910 4.44198 2.01728
H -0.10513 5.41247 1.89759
C -1.01163 4.03337 3.23053
H -1.52785 4.90329 3.64203
C -0.06187 3.45345 4.28944
C -0.87095 2.70984 5.35486
N -1.68664 1.67000 4.74938
C -2.88051 1.34835 5.51195
C -3.72703 0.36184 4.70493
O -3.01472 -0.81702 4.41855
C -1.83538 -0.51998 3.70906
C -0.94640 0.44612 4.49107
H -0.63344 -0.03455 5.43621
H -0.05929 0.67033 3.89976
H -2.08634 -0.07403 2.73424
H -1.32475 -1.47022 3.54769
H -4.04150 0.84493 3.76699
H -4.60932 0.05863 5.27089
H -2.63172 0.89691 6.48841
H -3.45383 2.26225 5.68166
H -0.19339 2.30543 6.12433
H -1.54190 3.42287 5.84076
H 0.51255 4.25113 4.76205
H 0.64997 2.77554 3.81627
H -1.76519 3.27501 2.99522
S 0.56131 4.37582 -0.40231
H -0.33264 1.95651 2.03312
H -0.98426 2.45773 -1.42464
H -0.24248 3.85177 -4.57644
H 0.48712 3.22177 -3.09856
H 0.93674 2.53604 -4.66235
```


# 6
C4H6O2Pm | wB97M-V/def2-TZVPD

Output
multiplicity: 6
LUMO energy (spin up / spin down): -9.63 / -9.50 eV
gap between HOMO and LUMO (spin up / spin down): 5.33 / 5.90 eV
relative energy (zero: lowest compared OMol25 entry of this formula, charge and spin): 4.4809 eV
expectation value of S²: 9.166
total energy: -913.97766 Ha
total charge: +2

Geometry as XYZ:
```
13
C4H6O2Pm | OMol25 | wB97M-V/def2-TZVPD
C -1.41263 -1.29891 0.31427
O -1.29455 -2.51239 -0.25905
H -1.04127 -1.35172 1.34056
H -0.95333 -2.45962 -1.15935
C -2.85682 -0.37014 0.42099
C -2.20894 0.95833 0.16872
H -3.72105 -0.57549 -0.22358
H -2.04996 1.35014 1.19224
H -2.74553 1.63668 -0.51148
C -0.88817 0.59856 -0.44138
O 0.18704 0.23877 0.19614
Pm 2.77881 0.70667 -0.06668
H -0.85307 0.55966 -1.54169
```


# 7
C22H20BCaN6PSSe2 | wB97M-V/def2-TZVPD

Output
multiplicity: 2
LUMO energy (spin up / spin down): 2.59 / 2.59 eV
gap between HOMO and LUMO (spin up / spin down): 5.78 / 7.14 eV
relative energy (zero: lowest compared OMol25 entry of this formula, charge and spin): 0.5048 eV
expectation value of S²: 0.757
total energy: -7423.98725 Ha
total charge: -1

Geometry as XYZ:
```
54
C22H20BCaN6PSSe2 | OMol25 | wB97M-V/def2-TZVPD
Ca -0.55893 0.28324 -1.04125
C 0.24327 4.52584 0.18815
C 0.66037 3.19974 0.30365
N 0.13537 2.46654 -0.66365
N -0.61563 3.27294 -1.40975
C -0.57223 4.52204 -0.92245
B -1.36253 2.83984 -2.67925
N -0.45163 1.96464 -3.54095
C -0.19953 2.13004 -4.84835
C 0.67847 1.14764 -5.25015
C 0.91237 0.41084 -4.08765
N 0.22707 0.91794 -3.07605
N -2.63523 2.06334 -2.29925
C -3.89473 2.34674 -2.66415
C -4.73513 1.43124 -2.06505
C -3.87523 0.60644 -1.33635
N -2.62453 1.00634 -1.49515
H 0.49137 5.35814 0.81625
H 1.31987 2.76794 1.03375
H -1.11713 5.32354 -1.37985
H -1.68553 3.80754 -3.29545
H -0.66053 2.91574 -5.41245
H 1.07747 0.98944 -6.23265
H 1.55077 -0.44256 -3.95435
H -4.11683 3.16594 -3.31995
H -5.80373 1.37244 -2.14075
H -4.11143 -0.23706 -0.70745
Se -1.13693 -2.36096 -1.96915
P 0.45587 -1.50596 1.27095
Se -1.01263 0.05284 1.71855
C 0.06257 -2.85286 2.47505
C 0.66667 -4.09156 2.28435
C 0.39587 -5.14106 3.14245
C -0.50183 -4.97286 4.18505
C -1.11723 -3.74636 4.37155
C -0.83523 -2.69296 3.52175
C 2.00617 -0.96686 2.13345
C 3.13007 -1.78566 2.04735
C 4.31897 -1.40296 2.63905
C 4.41017 -0.18846 3.30165
C 3.30197 0.63774 3.37755
C 2.10997 0.24764 2.79695
H 1.33917 -4.23626 1.44865
H 0.88147 -6.09696 2.98975
H -0.71973 -5.79706 4.84925
H -1.81483 -3.61076 5.18685
H -1.32103 -1.73526 3.65925
H 3.06727 -2.72696 1.51565
H 5.18207 -2.05346 2.57795
H 5.34337 0.11324 3.75505
H 3.36797 1.58384 3.89735
H 1.23717 0.88264 2.86905
S -0.48433 -3.38396 -4.88515
C -0.60903 -2.32546 -3.67965
```


# 8
C3AgO2 | wB97M-V/def2-TZVPD

Output
multiplicity: 2
LUMO energy (spin up / spin down): -1.64 / -1.75 eV
gap between HOMO and LUMO (spin up / spin down): 6.89 / 6.42 eV
relative energy (zero: lowest compared OMol25 entry of this formula, charge and spin): 0.2821 eV
expectation value of S²: 0.772
total energy: -411.48600 Ha
total charge: 0

Geometry as XYZ:
```
6
C3AgO2 | OMol25 | wB97M-V/def2-TZVPD
O 1.27654 0.81488 -0.74717
C 0.66001 1.35221 0.25960
C -0.51539 1.08861 0.81311
C -1.06460 -1.05715 1.06706
O -0.53001 -1.78244 0.33171
Ag 0.17346 -0.41611 -1.72432
```


- Which value of total charge does entry 7 give?
  -1


- Which value of total charge does entry 8 give?
  0


- Which value of total charge does entry 3 give?
  0


- Look up the total charge of the fifth one.
  0